# 1
DFT (ωB97M-V/def2-TZVPD) results for 2 unconnected molecules or ions with the total composition C27H29BNO5.

Element x y z (Å)
C1 2.72 -1.84 3.13
C2 1.83 -0.68 3.13
C3 1.76 0.60 3.62
C4 0.46 1.12 3.18
C5 -0.33 0.03 2.70
B1 1.69 1.47 -1.27
N1 2.97 1.29 -0.47
C6 3.50 1.99 0.70
C7 3.41 -0.12 -0.65
C8 2.18 -0.80 -1.16
O1 1.94 -1.99 -1.21
O2 1.21 0.16 -1.52
C9 3.01 2.32 -1.87
C10 1.95 3.35 -1.75
O3 1.87 4.49 -2.11
O4 0.89 2.61 -1.11
O5 0.57 -1.04 2.66
H1 3.07 -1.96 4.16
H2 2.10 -2.69 2.83
H3 3.62 -1.84 2.49
H4 2.56 1.13 4.20
H5 0.35 2.17 2.85
H6 4.49 2.48 0.52
H7 2.76 2.73 1.04
H8 3.63 1.25 1.50
H9 4.21 -0.31 -1.38
H10 3.70 -0.49 0.34
H11 3.94 2.78 -1.56
H12 3.21 1.80 -2.80
C11 -3.76 5.27 0.57
C12 -3.09 3.94 0.71
C13 -2.83 3.50 2.01
C14 -2.20 2.29 2.23
C15 -1.83 1.47 1.18
C16 -1.36 0.05 1.63
C17 -1.20 -0.84 0.35
C18 -1.11 -2.17 0.33
C19 -1.16 -3.03 -0.84
C20 -1.28 -4.42 -0.64
C21 -1.49 -5.28 -1.71
C22 -1.57 -4.78 -3.02
C23 -1.75 -5.72 -4.17
C24 -1.44 -3.39 -3.23
C25 -1.20 -2.53 -2.16
C26 -2.09 1.90 -0.15
C27 -2.74 3.12 -0.36
H13 -4.03 5.48 -0.46
H14 -4.67 5.31 1.21
H15 -3.10 6.08 0.92
H16 -3.10 4.06 2.89
H17 -2.00 1.92 3.24
H18 -2.27 -0.44 2.13
H19 -1.47 -0.35 -0.58
H20 -1.07 -2.71 1.28
H21 -1.22 -4.80 0.38
H22 -1.54 -6.36 -1.56
H23 -1.77 -5.18 -5.12
H24 -0.95 -6.48 -4.24
H25 -2.69 -6.27 -4.06
H26 -1.48 -3.02 -4.26
H27 -1.04 -1.46 -2.29
H28 -1.78 1.35 -1.04
H29 -2.98 3.47 -1.37

Properties
HOMO level in eV: -10.0
Net charge: +1
Orbital gap in Ha: 0.1696
E_tot in eV: -40863.90600
2S+1: 1

These are the natural (NBO) partial charges, in e, on atoms 1 to 8: -0.678, 0.279, -0.335, -0.308, 0.288, 1.125, -0.323, -0.438

# 2
DFT (ωB97M-V/def2-TZVPD) results for a molecular structure, C27H29BrN4O2SSe2SiW.

Element x y z (Å)
W1 0.76 -0.37 -0.31
Br1 1.88 -7.80 -1.79
C1 1.60 -6.06 -1.14
C2 0.70 -5.22 -1.78
C3 0.49 -3.95 -1.30
C4 1.17 -3.52 -0.17
C5 2.08 -4.35 0.47
C6 2.30 -5.62 -0.02
N1 0.91 -2.20 0.33
C7 0.81 -1.93 1.67
C8 -0.18 -1.00 2.13
C9 -0.64 -0.84 3.44
C10 -1.71 0.00 3.67
C11 -2.28 0.73 2.62
C12 -1.75 0.59 1.36
N2 -0.71 -0.24 1.13
H1 0.16 -5.58 -2.65
H2 -0.22 -3.29 -1.78
H3 2.64 -4.01 1.33
H4 3.02 -6.28 0.46
H5 1.32 -2.61 2.34
H6 -0.19 -1.41 4.24
H7 -2.11 0.10 4.67
H8 -3.12 1.39 2.78
H9 -2.12 1.13 0.50
C13 6.32 1.08 -6.32
C14 5.51 0.57 -5.16
C15 6.05 -0.35 -4.27
C16 5.32 -0.82 -3.19
C17 4.02 -0.35 -3.03
C18 3.45 0.58 -3.90
C19 4.21 1.03 -4.96
S1 3.12 -0.89 -1.68
O1 3.81 -1.92 -0.97
O2 1.71 -1.16 -2.12
N3 2.69 0.40 -0.71
C20 3.03 0.44 0.66
C21 4.25 0.15 1.24
C22 4.32 0.31 2.61
C23 3.19 0.77 3.31
C24 2.02 1.00 2.64
N4 1.91 0.82 1.30
H10 7.16 0.42 -6.54
H11 6.72 2.07 -6.09
H12 5.70 1.17 -7.21
H13 7.07 -0.71 -4.41
H14 5.74 -1.53 -2.50
H15 2.44 0.94 -3.74
H16 3.78 1.75 -5.65
H17 5.09 -0.17 0.64
H18 5.24 0.10 3.14
H19 3.24 0.95 4.37
H20 1.14 1.37 3.14
C25 -3.51 -2.11 -3.55
Si1 -2.18 -1.00 -4.17
C26 -2.60 0.73 -4.62
C27 -0.80 -1.82 -5.06
Se1 -0.02 1.51 -1.76
H21 -4.48 -1.83 -3.98
H22 -3.61 -2.07 -2.47
H23 -3.30 -3.15 -3.83
H24 -2.49 0.86 -5.70
H25 -1.93 1.44 -4.14
H26 -3.62 0.98 -4.34
H27 -1.20 -2.44 -5.88
H28 -0.24 -2.47 -4.39
H29 -0.11 -1.09 -5.50
Se2 -1.20 -0.53 -1.85

Properties
HOMO level (spin up / spin down) in eV: -13.3 / -13.0
Net charge: +2
Orbital gap (spin up / spin down) in Ha: 0.2331 / 0.2324
E_tot in eV: -259785.88502
2S+1: 1
Energy relative to the best compared isomer or geometry (same formula, charge and spin) in kcal per mole: 48.3

These are the natural (NBO) partial charges, in e, on atoms 1 to 8: 1.264, 0.136, -0.079, -0.210, -0.207, 0.157, -0.209, -0.210